Density functional theory data (ωB97M-V/def2-TZVPD) for a structure of composition C38H40CdN10O6.

Calculated values
HOMO: -7.8 eV
total energy: -71798.10283 eV

Each line ends with the Löwdin charge.
Cartesian coordinates (Å):
Cd (-1.88, 1.48, 0.19)  1.378
N (0.34, 3.55, 1.60)  -0.573
O (1.50, 3.84, 1.36)  0.017
O (-0.23, 2.69, 0.83)  -0.236
O (-0.33, 4.07, 2.51)  -0.025
N (0.66, -0.66, 0.35)  -0.550
O (1.55, 0.00, -0.18)  0.010
O (-0.55, -0.27, 0.30)  -0.200
O (0.87, -1.76, 0.87)  -0.025
N (-0.71, -3.96, 2.43)  0.023
C (-1.02, -2.94, 3.26)  -0.149
C (-2.38, -2.74, 3.27)  -0.098
C (-2.91, -3.81, 2.49)  -0.125
C (-1.86, -4.49, 1.91)  -0.138
H (0.21, -4.11, 2.04)  0.141
H (-0.23, -2.36, 3.72)  0.098
H (-2.87, -2.00, 3.89)  0.072
H (-3.96, -3.95, 2.27)  0.085
H (-1.89, -5.22, 1.12)  0.105
N (1.84, -0.41, 4.91)  -0.001
C (1.64, 0.86, 5.37)  -0.163
C (1.90, 1.74, 4.35)  -0.091
C (2.31, 0.96, 3.23)  -0.104
C (2.25, -0.35, 3.59)  -0.142
H (1.81, -1.26, 5.44)  0.135
H (1.27, 1.03, 6.37)  0.104
H (1.79, 2.81, 4.38)  0.097
H (2.56, 1.31, 2.24)  0.090
H (2.51, -1.26, 3.07)  0.102
N (-1.56, -2.35, -2.54)  0.069
C (-0.47, -2.41, -1.77)  -0.155
C (0.82, -2.53, -2.27)  -0.044
C (1.00, -2.45, -3.65)  -0.062
C (-0.12, -2.34, -4.46)  -0.087
C (-1.37, -2.34, -3.85)  -0.168
H (-0.66, -2.35, -0.70)  0.081
H (1.68, -2.60, -1.62)  0.084
H (2.01, -2.48, -4.04)  0.110
H (-0.08, -2.26, -5.53)  0.101
H (-2.27, -2.32, -4.47)  0.103
N (-2.50, 1.09, 2.26)  -0.033
C (-1.59, 0.77, 3.18)  -0.115
C (-1.91, 0.51, 4.50)  -0.051
C (-3.22, 0.63, 4.94)  -0.050
C (-4.16, 0.97, 3.98)  -0.059
C (-3.77, 1.18, 2.67)  -0.148
H (-0.58, 0.60, 2.82)  0.102
H (-1.07, 0.22, 5.12)  0.100
H (-3.48, 0.49, 5.97)  0.114
H (-5.20, 1.11, 4.25)  0.107
H (-4.53, 1.47, 1.96)  0.104
N (-1.42, 2.16, -1.81)  -0.046
C (-1.45, 3.42, -2.24)  -0.125
C (-1.12, 3.78, -3.53)  -0.046
C (-0.77, 2.80, -4.44)  -0.053
C (-0.73, 1.49, -3.98)  -0.051
C (-1.05, 1.21, -2.67)  -0.134
H (-1.77, 4.15, -1.52)  0.117
H (-1.10, 4.83, -3.80)  0.114
H (-0.59, 2.96, -5.49)  0.115
H (-0.54, 0.68, -4.67)  0.104
H (-1.10, 0.18, -2.33)  0.086
N (6.04, -0.44, -0.12)  0.062
C (6.92, -1.40, -0.37)  -0.165
C (6.56, -2.71, -0.65)  -0.086
C (5.22, -3.05, -0.57)  -0.087
C (4.30, -2.08, -0.20)  -0.067
C (4.76, -0.77, -0.07)  -0.141
H (7.96, -1.10, -0.34)  0.101
H (7.30, -3.45, -0.89)  0.096
H (4.93, -4.06, -0.85)  0.101
H (3.23, -2.25, -0.23)  0.064
H (4.00, -0.02, 0.11)  0.090
N (-3.48, 0.05, -0.57)  -0.032
C (-3.49, -1.23, -0.21)  -0.151
C (-4.37, -2.15, -0.72)  -0.047
C (-5.32, -1.73, -1.64)  -0.049
C (-5.32, -0.39, -2.01)  -0.058
C (-4.37, 0.45, -1.47)  -0.155
H (-2.80, -1.50, 0.59)  0.098
H (-4.30, -3.19, -0.44)  0.108
H (-5.98, -2.46, -2.09)  0.111
H (-5.97, -0.08, -2.83)  0.107
H (-4.35, 1.48, -1.82)  0.104
N (2.76, 4.27, -1.28)  0.087
C (2.38, 3.00, -1.41)  -0.143
C (2.28, 2.31, -2.62)  -0.078
C (2.55, 3.00, -3.79)  -0.102
C (2.84, 4.36, -3.69)  -0.088
C (3.01, 4.91, -2.42)  -0.162
H (2.16, 2.45, -0.50)  0.074
H (2.10, 1.24, -2.64)  0.094
H (2.49, 2.55, -4.77)  0.100
H (3.04, 4.93, -4.59)  0.093
H (3.38, 5.93, -2.35)  0.101

Density functional theory data (ωB97M-V/def2-TZVPD) for a cluster of 2 separate species, C22H40Cl2N3O7P in total.

Calculated values
HOMO: -7.9 eV
total energy: -76589.92812 eV
SMILES: CO[C@H](N(C)C(C)=O)[C@](C[C@@H](C)OCc1ccccc1)(O[C@H](O)C[C@H](O)CN)P(N)O.ClCCCl

Each line ends with the Löwdin charge.
Cartesian coordinates (Å):
C (-0.95, -0.35, -4.44)  -0.097
O (-1.45, 0.39, -3.30)  -0.209
C (-2.14, -0.50, -2.34)  -0.275
N (-3.57, -0.11, -2.36)  -0.038
C (-4.36, -1.31, -2.82)  -0.084
C (-3.87, 0.92, -3.40)  -0.362
C (-4.13, 0.56, -4.97)  -0.031
O (-4.01, 2.15, -3.14)  0.028
C (-1.33, -0.37, -0.96)  -0.425
C (0.18, -0.90, -1.35)  -0.091
C (1.14, -1.01, -0.06)  -0.352
C (1.66, -2.53, 0.08)  -0.053
O (2.31, -0.19, -0.32)  -0.189
C (3.08, 0.07, 0.87)  -0.167
C (3.57, 1.61, 0.74)  -0.105
C (2.70, 2.72, 0.07)  -0.028
C (3.10, 4.21, -0.05)  -0.079
C (4.46, 4.68, 0.53)  -0.087
C (5.39, 3.60, 1.17)  -0.076
C (4.97, 2.09, 1.28)  -0.051
O (-1.70, -1.24, 0.12)  -0.110
C (-3.05, -1.20, 0.58)  -0.353
O (-3.71, 0.06, 0.66)  -0.032
C (-3.04, -1.82, 2.10)  -0.055
C (-4.02, -1.06, 3.10)  -0.322
O (-3.30, 0.09, 3.67)  -0.090
C (-4.35, -2.02, 4.40)  -0.199
N (-5.69, -1.54, 4.91)  -0.048
P (-0.97, 1.46, -0.44)  0.983
N (-2.39, 2.48, -0.63)  -0.176
O (-0.62, 1.50, 1.26)  -0.313
H (-0.72, 0.43, -5.26)  0.119
H (0.06, -0.81, -4.16)  0.093
H (-1.65, -1.15, -4.84)  0.090
H (-1.93, -1.57, -2.75)  0.157
H (-4.50, -2.10, -2.01)  0.083
H (-5.43, -0.99, -3.12)  0.115
H (-3.84, -1.86, -3.71)  0.093
H (-5.26, 0.51, -5.19)  0.095
H (-3.63, -0.41, -5.29)  0.055
H (-3.75, 1.48, -5.54)  0.101
H (0.02, -1.97, -1.73)  0.126
H (0.70, -0.21, -2.09)  0.123
H (0.66, -0.69, 0.93)  0.124
H (2.57, -2.73, -0.61)  0.100
H (2.06, -2.67, 1.15)  0.079
H (0.82, -3.29, -0.06)  0.080
H (4.05, -0.55, 0.78)  0.113
H (2.53, -0.10, 1.85)  0.137
H (1.70, 2.40, -0.36)  0.037
H (2.35, 4.92, -0.54)  0.087
H (4.72, 5.79, 0.46)  0.077
H (6.39, 3.99, 1.57)  0.081
H (5.72, 1.36, 1.77)  -0.044
H (-3.71, -1.91, -0.02)  0.145
H (-3.21, 0.73, 1.19)  0.078
H (-3.44, -2.91, 2.02)  0.123
H (-1.97, -1.91, 2.49)  0.129
H (-5.04, -0.78, 2.68)  0.149
H (-2.41, -0.29, 3.87)  0.096
H (-4.36, -3.12, 4.12)  0.113
H (-3.61, -1.76, 5.24)  0.124
H (-5.63, -0.54, 5.17)  0.071
H (-6.40, -1.58, 4.17)  0.056
H (-2.69, 2.80, 0.31)  0.041
H (-2.06, 3.30, -1.17)  0.040
H (-1.08, 0.73, 1.69)  0.032
Cl (9.01, 1.25, 0.69)  0.548
C (9.20, -0.30, 1.54)  -0.662
C (7.95, -1.16, 1.45)  -0.626
Cl (6.60, -0.47, 2.39)  0.624
H (9.48, -0.10, 2.57)  0.069
H (10.04, -0.82, 1.06)  0.072
H (8.15, -2.15, 1.86)  0.073
H (7.62, -1.27, 0.42)  0.075

Density functional theory data (ωB97M-V/def2-TZVPD) for an isolated molecule of C4H6O2.

Calculated values
HOMO: -9.6 eV
total energy: -8339.23223 eV
SMILES: O=C1CCOC1

Each line ends with the Löwdin charge.
Cartesian coordinates (Å):
O (0.89, 2.22, -0.09)  0.102
C (0.50, 1.08, -0.04)  -0.357
C (-0.94, 0.56, -0.08)  -0.067
C (-0.81, -0.96, -0.21)  -0.198
O (0.58, -1.25, -0.32)  -0.121
C (1.35, -0.17, 0.14)  -0.125
H (-1.59, 1.14, -0.74)  0.131
H (-1.32, 0.56, 0.93)  0.118
H (-1.21, -1.38, 0.73)  0.118
H (-1.35, -1.41, -1.04)  0.121
H (2.28, -0.12, -0.44)  0.137
H (1.60, -0.26, 1.21)  0.140

Density functional theory data (ωB97M-V/def2-TZVPD) for a cluster of 4 separate species, C24H42NO5 in total.

Calculated values
HOMO: -11.7 eV
total charge: +1
total energy: -37271.78558 eV

Each line ends with the Löwdin charge.
Cartesian coordinates (Å):
C (0.88, 0.52, 1.41)  0.146
C (0.13, -0.49, 0.78)  -0.053
C (-0.54, -1.74, -0.03)  -0.071
C (-0.07, -2.10, -1.56)  0.074
C (-0.79, -3.38, -2.33)  -0.069
C (-0.22, -3.69, -3.87)  -0.171
C (1.19, -4.56, -3.64)  -0.123
N (-1.89, -4.20, -1.66)  0.054
C (-2.39, -3.94, -0.23)  0.060
C (-1.73, -2.71, 0.63)  -0.065
C (-2.12, -2.33, 2.21)  -0.144
C (-0.81, -2.84, 3.11)  -0.212
C (-1.20, -3.99, 4.22)  -0.207
C (-1.58, -5.46, 3.59)  -0.204
C (-0.64, -5.96, 2.35)  -0.176
C (0.84, -6.55, 2.81)  -0.183
O (1.20, -7.71, 1.98)  -0.099
C (2.14, -7.36, 0.91)  -0.261
O (1.77, -7.69, -0.35)  -0.049
C (3.61, -6.65, 1.08)  -0.064
C (4.17, -5.86, -0.06)  0.018
H (1.31, 1.55, 1.83)  0.071
H (0.79, -1.44, -2.03)  0.130
H (0.13, -2.65, -4.30)  0.124
H (-0.99, -4.25, -4.54)  0.121
H (2.13, -3.83, -3.63)  0.095
H (1.35, -5.32, -4.55)  0.099
H (1.16, -5.15, -2.63)  0.078
H (-2.32, -4.98, -2.23)  0.165
H (-3.24, -4.61, 0.26)  0.144
H (-2.16, -1.14, 2.28)  0.125
H (-3.14, -2.80, 2.55)  0.120
H (0.04, -3.24, 2.37)  0.106
H (-0.34, -1.87, 3.62)  0.122
H (-2.16, -3.62, 4.81)  0.125
H (-0.30, -4.06, 4.97)  0.118
H (-1.50, -6.25, 4.47)  0.123
H (-2.71, -5.51, 3.22)  0.113
H (-1.21, -6.88, 1.86)  0.134
H (-0.50, -5.18, 1.49)  0.084
H (0.76, -6.96, 3.93)  0.146
H (1.64, -5.69, 2.84)  0.131
H (4.25, -6.80, 2.06)  0.120
H (4.96, -4.99, 0.13)  0.086
H (3.82, -6.06, -1.18)  0.088
C (2.27, 5.82, 0.60)  -0.080
C (1.52, 4.52, 0.41)  -0.315
O (1.63, 3.72, 1.58)  -0.123
H (3.33, 5.63, 0.81)  0.084
H (2.20, 6.44, -0.30)  0.050
H (1.87, 6.38, 1.45)  0.078
H (1.94, 3.95, -0.43)  0.117
H (0.46, 4.70, 0.21)  0.111
H (1.25, 4.23, 2.32)  0.096
C (-0.06, 7.92, -3.52)  -0.090
C (0.98, 7.59, -2.47)  -0.332
O (1.42, 6.25, -2.63)  -0.100
H (-0.91, 7.24, -3.45)  0.070
H (-0.42, 8.94, -3.41)  0.077
H (0.36, 7.80, -4.53)  0.075
H (0.55, 7.68, -1.47)  0.095
H (1.84, 8.26, -2.54)  0.114
H (1.81, 6.18, -3.52)  0.093
C (-2.28, 8.99, -0.34)  -0.090
C (-3.40, 8.69, -1.31)  -0.321
O (-3.17, 7.45, -1.96)  -0.097
H (-1.32, 9.03, -0.87)  0.055
H (-2.44, 9.95, 0.16)  0.078
H (-2.20, 8.20, 0.42)  0.074
H (-3.46, 9.47, -2.08)  0.116
H (-4.36, 8.64, -0.79)  0.108
H (-3.12, 6.76, -1.27)  0.088